C51H56FN3O2STl | wB97M-V/def2-TZVPD

For the HOMO energy (spin up / spin down), the calculation gives -4.25 / -2.65 eV. The net charge is -1.

Element x y z (Å)
Tl -7.877 -8.098 21.507
N -6.557 -6.826 25.657
C -6.962 -7.806 24.816
O -6.196 -8.334 24.029
C -8.437 -8.237 24.933
C -9.267 -7.483 23.973
H -5.743 -6.318 25.341
H -7.281 -6.259 26.084
H -8.800 -8.141 25.979
H -8.427 -9.318 24.707
H -9.184 -6.413 23.872
H -10.245 -7.785 23.652
C -8.608 -3.435 16.982
C -8.481 -4.972 16.845
C -8.114 -5.244 15.369
C -9.705 -5.728 17.274
C -10.932 -5.263 16.761
C -12.151 -5.754 17.184
C -12.185 -6.771 18.128
C -11.010 -7.318 18.631
C -11.152 -8.466 19.586
C -11.964 -8.186 20.884
C -11.746 -9.752 18.943
C -9.754 -6.826 18.171
N -8.567 -7.386 18.674
C -7.710 -8.115 17.990
C -6.274 -8.376 18.391
N -5.717 -8.044 19.530
C -4.457 -8.432 20.023
C -3.415 -7.438 20.131
C -2.097 -7.885 20.352
C -1.832 -9.210 20.623
C -2.846 -10.125 20.736
C -4.157 -9.797 20.412
C -5.175 -10.906 20.500
C -4.799 -12.156 19.686
C -5.425 -11.368 21.968
C -3.635 -5.948 19.975
C -2.839 -5.460 18.729
C -3.070 -5.124 21.184
C -5.663 -9.032 17.205
C -4.373 -9.430 16.882
C -4.151 -10.017 15.611
C -5.153 -10.153 14.667
C -6.482 -9.730 14.940
C -7.632 -9.777 14.108
C -8.871 -9.388 14.555
C -9.057 -8.849 15.844
C -7.941 -8.691 16.673
C -6.686 -9.164 16.239
H -7.613 -2.963 16.853
H -9.001 -3.184 17.974
H -9.277 -3.079 16.187
H -7.626 -5.283 17.470
H -8.873 -4.809 14.684
H -8.031 -6.309 15.109
H -7.142 -4.774 15.127
H -10.889 -4.478 16.005
H -13.059 -5.349 16.775
H -13.129 -7.172 18.421
H -10.106 -8.685 19.915
H -13.043 -8.069 20.651
H -11.621 -7.252 21.381
H -11.870 -9.077 21.526
H -12.866 -9.730 18.970
H -11.407 -10.625 19.540
H -11.421 -9.902 17.916
H -1.304 -7.159 20.348
H -0.799 -9.542 20.735
H -2.583 -11.131 21.012
H -6.140 -10.517 20.139
H -3.963 -12.726 20.152
H -4.478 -11.914 18.663
H -5.635 -12.858 19.633
H -4.928 -12.329 22.202
H -6.509 -11.526 22.082
H -5.110 -10.625 22.720
H -4.705 -5.757 19.862
H -1.736 -5.411 18.942
H -3.137 -4.431 18.485
H -2.956 -6.107 17.857
H -1.995 -5.336 21.313
H -3.585 -5.396 22.131
H -3.183 -4.061 20.984
H -3.531 -9.259 17.552
H -3.134 -10.331 15.315
H -4.921 -10.659 13.739
H -7.550 -10.172 13.122
H -9.723 -9.460 13.896
H -10.055 -8.636 16.193
F -8.559 -10.242 21.267
O -6.305 -4.807 23.051
S -6.988 -4.678 21.718
C -6.264 -3.216 20.899
C -6.020 -3.252 19.537
C -5.341 -2.197 18.945
C -5.089 -1.046 19.674
C -5.426 -0.977 21.011
C -5.983 -2.069 21.651
C -8.686 -4.093 22.059
C -9.599 -4.316 21.034
C -10.916 -3.933 21.209
C -11.318 -3.284 22.368
C -10.421 -3.112 23.395
C -9.089 -3.489 23.240
H -6.247 -4.119 18.961
H -5.032 -2.290 17.910
H -4.624 -0.177 19.190
H -5.221 -0.048 21.564
H -6.196 -2.081 22.699
H -9.250 -4.802 20.114
H -11.631 -4.197 20.415
H -12.332 -2.920 22.457
H -10.767 -2.727 24.360
H -8.387 -3.314 24.043

=====

C2H4N2O4 | wB97M-V/def2-TZVPD

Its SMILES is O=NO/[N+]([O-])=C/CO. For the HOMO energy, the calculation gives -9.58 eV. The net charge is 0.

Element x y z (Å)
C -0.143 -1.413 0.324
C -0.011 -0.044 -0.211
N -0.716 2.663 -0.578
N 0.461 0.836 0.612
O 0.463 2.129 0.040
O -0.418 3.645 -1.126
O 0.971 0.696 1.716
O -0.390 -2.364 -0.761
H 0.865 -1.790 0.802
H -0.993 -1.591 0.920
H -0.199 0.348 -1.116
H 0.108 -3.115 -0.624

=====

C39H35N7O7P3Pb | wB97M-V/def2-TZVPD

For the HOMO energy, the calculation gives -5.45 eV. The net charge is -1.

Element x y z (Å)
Pb -0.298 0.055 -1.260
C -2.363 3.022 -1.821
N -1.186 2.262 -2.240
C -0.493 2.720 -3.211
C 0.690 2.051 -3.655
C 1.486 2.335 -4.759
C 2.477 1.342 -4.788
C 2.225 0.514 -3.698
N 1.152 0.937 -2.995
C -2.056 4.423 -1.340
C -2.962 5.451 -1.579
C -2.721 6.736 -1.111
C -1.560 7.007 -0.404
C -0.649 5.986 -0.166
C -0.893 4.703 -0.628
H -2.853 2.463 -1.021
H -3.074 3.078 -2.653
H -0.778 3.643 -3.727
H 1.346 3.153 -5.449
H 3.279 1.232 -5.501
H 2.789 -0.348 -3.382
H -3.867 5.242 -2.140
H -3.436 7.525 -1.307
H -1.366 8.009 -0.039
H 0.256 6.187 0.394
H -0.196 3.902 -0.418
N 3.127 -1.459 -1.187
P 2.265 -0.778 0.222
C 2.767 -2.114 1.384
C 1.824 -2.827 2.114
C 2.217 -3.880 2.927
C 3.556 -4.226 3.033
C 4.507 -3.509 2.321
C 4.111 -2.463 1.499
C 3.491 0.548 0.517
C 4.022 0.802 1.779
C 4.907 1.853 1.964
C 5.261 2.669 0.898
C 4.727 2.428 -0.359
C 3.848 1.370 -0.549
C 2.524 -2.349 -2.039
C 3.268 -3.367 -2.669
C 2.633 -4.201 -3.558
C 1.273 -4.033 -3.814
C 0.627 -3.012 -3.148
N 1.223 -2.188 -2.288
H 4.111 -1.650 -1.060
H 0.785 -2.548 2.055
H 1.469 -4.416 3.498
H 3.860 -5.041 3.679
H 5.559 -3.755 2.410
H 4.875 -1.896 0.976
H 3.720 0.187 2.616
H 5.312 2.042 2.951
H 5.944 3.496 1.049
H 4.985 3.066 -1.195
H 3.428 1.196 -1.531
H 4.319 -3.484 -2.440
H 3.190 -4.989 -4.049
H 0.739 -4.667 -4.507
H -0.432 -2.832 -3.309
O -1.860 3.022 1.893
P -1.634 1.539 1.310
O -2.870 1.045 0.635
O -0.370 1.652 0.485
O -1.393 0.615 2.590
P 0.031 0.371 3.427
O 0.465 1.885 3.783
O -0.338 -0.359 4.647
O 1.018 -0.159 2.437
H -2.757 3.113 2.232
H 0.892 2.280 3.012
N -9.065 -1.500 3.928
C -8.054 -1.732 3.432
C -6.794 -2.034 2.809
C -6.460 -3.360 2.543
C -5.251 -3.656 1.943
C -4.384 -2.625 1.594
C -4.709 -1.296 1.852
C -5.914 -1.009 2.468
N -3.155 -2.924 0.968
C -2.882 -3.973 0.109
C -1.581 -3.819 -0.254
N -1.041 -2.710 0.358
C -2.002 -2.204 1.083
H -7.141 -4.153 2.819
H -4.971 -4.685 1.764
H -4.036 -0.496 1.553
H -6.180 0.019 2.672
H -3.632 -4.687 -0.182
H -0.999 -4.432 -0.923
H -1.926 -1.335 1.718